Molecular formula: C33H80BClN3O9Si
Method: DFT, ωB97M-V with the def2-TZVPD basis set

Each atom is followed by the atoms it is bonded to, with distances in Å.
Cartesian coordinates (Å):
1 H 5.26 0.10 -3.06  C39 1.140
2 H -0.10 -1.02 0.32  C68 1.126
3 H 0.07 3.34 3.81  C111 1.091
4 H 1.79 0.77 6.00  C28 1.092
5 O -4.78 -3.34 3.37  C12 1.419, C103 1.421
6 H -9.22 -0.28 -6.08  C11 1.092
7 H -7.62 -0.41 -4.20  C36 1.093
8 H -7.26 -1.38 -0.31  C73 1.092
9 O 2.74 -3.00 -6.27  H48 0.980, B110 1.415
10 C 8.44 0.90 -0.92  H34 1.130, C38 1.578, H81 1.127, C93 1.610
11 C -9.41 0.26 -5.15  H6 1.092, C36 1.518, H40 1.093, H56 1.091
12 C -3.63 -2.66 3.82  O5 1.419, H27 1.092, C98 1.518, H113 1.095
13 H 3.25 -2.33 -0.01  C127 1.130
14 H 10.60 1.38 -1.45  C93 1.121
15 C 2.61 -0.48 -2.66  H26 1.141, Si59 1.952, O78 1.427, N88 1.498
16 H 0.42 6.10 3.46  C30 1.093
17 H -0.44 -1.88 -3.40  C108 1.124
18 C 10.75 -4.15 -1.57  H50 1.123, H79 1.132, O120 1.440, H124 1.138
19 H -3.70 1.71 1.33  C125 1.093
20 H -4.07 -5.28 3.18  C103 1.096
21 H 9.66 0.36 -2.66  C93 1.139
22 H 11.75 -1.40 -2.70  C66 1.124
23 H -3.93 -4.68 5.65  C62 1.091
24 H 0.33 6.64 1.80  C30 1.096
25 H -6.03 0.38 2.81  C61 1.091
26 H 1.95 0.38 -3.02  C15 1.141
27 H -3.73 -1.63 3.49  C12 1.092
28 C 0.98 0.62 5.28  H4 1.092, H64 1.091, C70 1.518, H105 1.093
29 C 10.45 -0.82 -0.94  C66 1.578, C93 1.598, H106 1.133, H126 1.129
30 C 0.03 6.89 2.82  H16 1.093, H24 1.096, C41 1.518, O83 1.419
31 H 1.17 0.34 0.03  C68 1.127
32 H -1.48 -2.63 3.61  C98 1.093
33 C -10.19 0.39 -2.28  O57 1.421, H63 1.092, H85 1.095, C94 1.518
34 H 8.19 1.96 -1.23  C10 1.130
35 H -0.85 7.89 0.42  C87 1.091
36 C -8.69 -0.41 -3.99  H7 1.093, C11 1.518, H53 1.095, O57 1.419
37 H -1.89 8.81 2.56  C71 1.095
38 C 7.41 -0.13 -1.52  C10 1.578, C44 1.587, H77 1.138, H102 1.125
39 C 4.90 -0.39 -2.10  H1 1.140, C44 1.572, N52 1.520, O78 1.413
40 H -9.08 1.29 -5.26  C11 1.093
41 C 0.63 8.21 3.26  C30 1.518, H45 1.092, H82 1.092, H114 1.093
42 H 5.82 -2.53 -6.83  O60 0.974
43 Cl 6.03 -3.92 -4.26  N117 1.733
44 C 5.93 0.02 -0.98  C38 1.587, C39 1.572, H55 1.127, H107 1.136
45 H 0.29 9.05 2.65  C41 1.092
46 H 1.66 -3.11 0.35  C127 1.129
47 H -4.96 -6.08 5.37  C62 1.092
48 H 2.47 -2.06 -6.39  O9 0.980
49 H -5.32 1.95 3.18  C61 1.093
50 H 11.07 -4.94 -0.83  C18 1.123
51 H -5.64 -1.41 1.60  C91 1.095
52 N 4.84 -1.89 -2.34  C39 1.520, C74 1.423, H104 1.027
53 H -8.99 -1.46 -3.89  C36 1.095
54 H 1.82 2.00 3.84  C70 1.095
55 H 5.73 -0.52 -0.01  C44 1.127
56 H -10.50 0.27 -5.00  C11 1.091
57 O -8.86 0.26 -2.75  C33 1.421, C36 1.419
58 H -5.81 -5.08 3.27  C103 1.092
59 Si 1.38 -1.57 -1.60  C15 1.952, C68 1.906, C108 1.905, C127 1.929
60 O 5.04 -3.06 -7.05  H42 0.974, B110 1.421
61 C -5.11 0.97 2.75  H25 1.091, H49 1.093, H121 1.092, C125 1.518
62 C -4.86 -5.01 5.18  H23 1.091, H47 1.092, H96 1.092, C103 1.518
63 H -10.13 0.93 -1.33  C33 1.092
64 H 0.14 1.24 5.59  C28 1.091
65 H -10.98 -1.52 -2.97  C94 1.091
66 C 10.96 -1.84 -2.03  H22 1.124, C29 1.578, H112 1.135, O120 1.453
67 H 2.31 0.33 3.63  C70 1.093
68 C 0.45 -0.38 -0.44  H2 1.126, H31 1.127, Si59 1.906, H128 1.135
69 H -2.35 -3.21 2.17  C98 1.093
70 C 1.46 0.97 3.88  C28 1.518, H54 1.095, H67 1.093, O75 1.420
71 C -2.11 7.80 2.19  H37 1.095, O83 1.421, C87 1.518, H122 1.092
72 H -4.89 -1.96 0.11  C91 1.093
73 C -6.50 -0.60 -0.22  H8 1.092, H76 1.093, C91 1.519, H92 1.092
74 C 4.24 -2.01 -3.63  N52 1.423, N88 1.439, N117 1.341
75 O 0.48 0.75 2.87  C70 1.420, C101 1.421
76 H -6.18 -0.31 -1.22  C73 1.093
77 H 7.76 -1.17 -1.24  C38 1.138
78 O 3.61 0.11 -1.83  C15 1.427, C39 1.413
79 H 10.92 -4.57 -2.60  C18 1.132
80 H -0.64 -2.97 -1.94  C108 1.131
81 H 8.58 0.83 0.20  C10 1.127
82 H 1.72 8.18 3.19  C41 1.092
83 O -1.38 6.84 2.94  C30 1.419, C71 1.421
84 H -10.32 -1.55 -1.34  C94 1.093
85 H -10.77 1.03 -2.95  C33 1.095
86 O -4.27 -0.13 0.72  C91 1.422, C125 1.421
87 C -1.89 7.71 0.69  H35 1.091, C71 1.518, H95 1.093, H116 1.092
88 N 3.11 -1.17 -3.89  C15 1.498, C74 1.439, H99 1.036
89 H -2.17 -4.26 3.58  C98 1.092
90 H -1.35 1.19 2.15  C101 1.093
91 C -5.32 -1.08 0.60  H51 1.095, H72 1.093, C73 1.519, O86 1.422
92 H -6.98 0.27 0.23  C73 1.092
93 C 9.87 0.54 -1.56  C10 1.610, H14 1.121, H21 1.139, C29 1.598
94 C -10.88 -0.94 -2.05  C33 1.518, H65 1.091, H84 1.093, H123 1.092
95 H -2.15 6.71 0.33  C87 1.093
96 H -5.68 -4.48 5.68  C62 1.092
97 H -1.27 1.17 3.90  C101 1.096
98 C -2.33 -3.23 3.27  C12 1.518, H32 1.093, H69 1.093, H89 1.092
99 H 2.30 -1.75 -4.19  N88 1.036
100 H -0.04 3.30 2.05  C111 1.093
101 C -0.73 1.48 3.00  O75 1.421, H90 1.093, H97 1.096, C111 1.518
102 H 7.39 -0.01 -2.64  C38 1.125
103 C -4.87 -4.73 3.69  O5 1.421, H20 1.096, H58 1.092, C62 1.518
104 H 5.82 -2.17 -2.32  N52 1.027
105 H 0.66 -0.42 5.32  C28 1.093
106 H 11.30 -0.51 -0.26  C29 1.133
107 H 5.74 1.12 -0.77  C44 1.136
108 C 0.11 -2.52 -2.66  H17 1.124, Si59 1.905, H80 1.131, H119 1.139
109 H 2.62 -3.76 -1.06  C127 1.131
110 B 4.12 -2.96 -5.96  O9 1.415, O60 1.421, N117 1.515
111 C -0.54 2.99 2.97  H3 1.091, H100 1.093, C101 1.518, H115 1.092
112 H 10.10 -2.18 -2.67  C66 1.135
113 H -3.60 -2.63 4.92  C12 1.095
114 H 0.36 8.43 4.29  C41 1.093
115 H -1.51 3.49 3.03  C111 1.092
116 H -2.50 8.44 0.17  C87 1.092
117 N 4.70 -2.85 -4.57  Cl43 1.733, C74 1.341, B110 1.515
118 H -5.34 1.65 0.71  C125 1.095
119 H 0.61 -3.40 -3.17  C108 1.139
120 O 11.54 -2.97 -1.32  C18 1.440, C66 1.453
121 H -4.37 0.46 3.37  C61 1.092
122 H -3.17 7.62 2.40  C71 1.092
123 H -11.89 -0.78 -1.64  C94 1.092
124 H 9.66 -3.93 -1.36  C18 1.138
125 C -4.61 1.11 1.33  H19 1.093, C61 1.518, O86 1.421, H118 1.095
126 H 9.70 -1.37 -0.29  C29 1.129
127 C 2.35 -2.82 -0.49  H13 1.130, H46 1.129, Si59 1.929, H109 1.131
128 H -0.28 0.20 -1.08  C68 1.135

## Properties
- Calculated total energy: -79484.870 eV
- HOMO level: -10.7 eV
- Net charge: +1
- Gap between HOMO and LUMO: 6.8 eV